Entry from the Open Molecules 2025 dataset: C3H3N2O as an isolated structure in a non-equilibrium geometry (ωB97M-V/def2-TZVPD).

Last column: Löwdin charge in e.
Cartesian coordinates (Å):
C 2.891114 0.857405 -1.460252  0.051
C 1.237397 0.583306 -0.526360  -0.063
C 0.098345 0.051029 0.038087  0.018
N 2.106210 1.450264 -0.584301  0.288
N 3.197408 -0.117856 -2.150912  0.145
O 2.143439 -0.755534 -1.714647  0.016
H -0.695928 -0.176291 -0.829809  0.187
H -0.197767 0.843424 0.885015  0.193
H 0.266388 -0.959276 0.582288  0.165

Atoms 1-6, force components in eV/Å:
0.6752 0.3580 -0.0040
1.6274 -1.4724 -0.8390
-3.4342 -1.4722 1.3560
0.4482 1.2389 -0.2456
2.8751 1.4781 -1.2182
-3.7617 -1.0363 1.7081

The value obtained for the energy is -300.28705 a.u. Its spin multiplicity is 1. As for the net charge: +1. For the gap between HOMO and LUMO (alpha / beta), the calculation gives 9.0 / 9.0 eV. The calculation puts the energy relative to the best compared isomer or geometry (same formula, charge and spin) at 741.3 kJ/mol. As for the maximum force: 4.259 eV Å⁻¹. For the molar mass, the calculation gives 83.070 g mol⁻¹.


Entry from the Open Molecules 2025 dataset: an isolated ion of composition C3H3N2O and charge +1 in a non-equilibrium geometry (ωB97M-V/def2-TZVPD).

Last column: Löwdin charge in e.
Cartesian coordinates (Å):
C -0.501062 0.081732 -1.064724  0.064
C -1.369341 1.055937 1.311097  -0.195
C -0.479258 0.225077 0.486419  -0.065
N -2.127041 1.768095 1.769546  0.213
N -1.478631 0.153281 -1.760319  0.074
O -2.324110 0.196131 -2.524487  0.393
H 0.464409 -0.094465 -1.624192  0.230
H -0.539634 -0.909665 0.864358  0.201
H 0.396097 0.586738 0.852832  0.086

Atoms 1-6, force components in eV/Å:
2.9080 0.6550 2.7354
-0.2487 -1.0985 -2.4877
-2.2903 -3.5934 1.0018
-0.7834 0.8568 0.9101
-2.3579 0.1251 -2.6007
0.1094 0.0355 0.6776

The value obtained for the energy is -300.39109 a.u. Its spin multiplicity is 1. As for the net charge: +1. For the gap between HOMO and LUMO, the calculation gives 8.2 eV. The calculation puts the energy relative to the best compared isomer or geometry (same formula, charge and spin) at 468.1 kJ/mol. As for the maximum force: 4.377 eV Å⁻¹. For the molar mass, the calculation gives 83.070 g mol⁻¹. Its SMILES is N#CCC=[N+]=O.


Entry from the Open Molecules 2025 dataset: a 2-piece molecular cluster, C3H3N2O overall in a non-equilibrium geometry (ωB97M-V/def2-TZVPD).

Last column: Löwdin charge in e.
Cartesian coordinates (Å):
C 0.446128 0.054034 0.383265  0.171
C 1.235848 2.457726 -0.079931  -0.180
C -1.649002 -2.182245 -0.603576  0.099
N 0.786583 1.347406 0.150484  0.197
N -1.246425 -1.137155 -0.292819  0.094
O 1.414996 3.571246 -0.204739  0.327
H -1.903681 -3.235330 -0.469789  0.110
H 0.888268 -0.628623 -0.208650  0.066
H 0.027286 -0.247060 1.325755  0.117

Atoms 1-6, force components in eV/Å:
0.8556 5.1531 1.1012
-1.9308 -0.9254 0.4355
0.9921 1.3271 1.9717
-0.8790 -3.3083 0.7788
-1.1539 -1.7017 -1.4698
0.9999 0.7543 -0.3765

The value obtained for the energy is -300.48149 a.u. Its spin multiplicity is 1. As for the net charge: +1. For the gap between HOMO and LUMO, the calculation gives 10.0 eV. The calculation puts the energy relative to the best compared isomer or geometry (same formula, charge and spin) at 230.8 kJ/mol. As for the maximum force: 5.338 eV Å⁻¹. For the molar mass, the calculation gives 83.070 g mol⁻¹.


Entry from the Open Molecules 2025 dataset: a 2-piece molecular cluster, C3H3N2O overall in a non-equilibrium geometry (ωB97M-V/def2-TZVPD).

Last column: Löwdin charge in e.
Cartesian coordinates (Å):
C -3.162740 0.315001 -0.655943  -0.053
C -0.283983 -0.803654 0.069685  -0.200
C 1.611922 0.428366 -0.222632  0.269
N -1.233971 -1.149370 -0.426278  0.256
N 0.931578 -0.425036 0.510396  0.118
O -3.196657 0.761089 0.361718  0.050
H 2.640312 0.744795 0.038983  0.149
H 1.308410 0.892074 -1.141762  0.140
H 1.385132 -0.763269 1.465836  0.271

Atoms 1-6, force components in eV/Å:
-0.6414 -0.2038 -1.9001
1.5596 -0.0059 1.1614
1.1898 -0.5214 1.3525
-1.8273 -1.3645 -0.9924
3.0184 1.6235 0.8135
-0.0848 0.7793 1.8130

The value obtained for the energy is -300.47621 a.u. Its spin multiplicity is 1. As for the net charge: +1. For the gap between HOMO and LUMO, the calculation gives 8.1 eV. The calculation puts the energy relative to the best compared isomer or geometry (same formula, charge and spin) at 244.6 kJ/mol. As for the maximum force: 3.522 eV Å⁻¹. For the molar mass, the calculation gives 83.070 g mol⁻¹.


Entry from the Open Molecules 2025 dataset: C3H3N2O2 as an isolated structure in a non-equilibrium geometry (ωB97M-V/def2-TZVPD).

Last column: Löwdin charge in e.
Cartesian coordinates (Å):
C -0.148873 -0.382539 1.536960  -0.233
C -0.424301 0.740982 0.823847  -0.253
C 0.715933 0.486343 -1.879850  -0.591
N -0.183567 -1.147592 0.333402  -0.101
N -0.639730 0.040576 -0.356038  -0.099
O 0.786059 1.665389 -1.905030  0.046
O 1.031007 -0.557110 -2.331121  0.054
H 0.136056 -0.702633 2.525378  0.035
H -0.459683 1.802289 0.995644  0.062
H -0.812902 -1.945705 0.256809  0.080

Atoms 1-6, force components in eV/Å:
0.1150 -0.1271 0.4533
-0.3164 -0.2176 0.2397
-0.8233 -0.3962 0.7899
0.2271 -0.3947 0.0277
0.7051 0.3745 -1.3947
-0.0285 1.0166 0.0949

The value obtained for the energy is -376.06212 a.u. Its spin multiplicity is 1. As for the net charge: -1. For the gap between HOMO and LUMO, the calculation gives 6.9 eV. The calculation puts the energy relative to the best compared isomer or geometry (same formula, charge and spin) at 275.5 kJ/mol. As for the maximum force: 1.607 eV Å⁻¹. For the molar mass, the calculation gives 99.069 g mol⁻¹.


Entry from the Open Molecules 2025 dataset: an isolated ion of composition C3H3N2O3 and charge -1 in a non-equilibrium geometry (ωB97M-V/def2-TZVPD).

Last column: Löwdin charge in e.
Cartesian coordinates (Å):
C 0.577275 -0.667909 -0.157127  -0.530
C -2.878913 0.210236 -0.046970  -0.320
C 1.891495 -0.002379 0.015166  -0.045
N -1.801184 -0.285225 -0.238902  0.175
N -0.495695 0.158269 -0.081039  -0.273
O -0.392754 1.468358 0.000866  -0.247
O -3.986495 0.516999 0.218288  0.089
O 0.489288 -1.914449 -0.043532  -0.080
H 1.770437 0.554050 0.937506  0.066
H 2.045760 0.631296 -0.861341  0.073
H 2.780791 -0.669243 0.257085  0.092

Atoms 1-6, force components in eV/Å:
-1.3185 -2.5283 1.5306
0.9551 -0.3202 0.6598
1.0710 0.0923 0.3356
0.0840 -1.0006 -0.1703
0.2063 0.5463 -0.5100
0.3124 1.0605 0.0135

The value obtained for the energy is -451.30328 a.u. Its spin multiplicity is 1. As for the net charge: -1. For the gap between HOMO and LUMO, the calculation gives 6.5 eV. The calculation puts the energy relative to the best compared isomer or geometry (same formula, charge and spin) at 345.1 kJ/mol. As for the maximum force: 3.236 eV Å⁻¹. For the molar mass, the calculation gives 115.068 g mol⁻¹. Its SMILES is CC(=O)N([O-])N=C=O.


Entry from the Open Molecules 2025 dataset: an isolated ion of composition C3H3N2O3PS and charge -2 in a non-equilibrium geometry (ωB97M-V/def2-TZVPD).

Last column: Löwdin charge in e.
Cartesian coordinates (Å):
C 1.635725 -1.078209 0.431529  -0.254
C 2.352157 0.102195 0.229431  -0.530
C -0.018717 0.305431 0.324764  -0.809
N 0.245893 -0.953334 0.363110  0.002
N -1.323040 0.804435 0.186341  -0.020
O 4.726736 1.320001 -0.010926  -0.509
O 4.652268 -0.868242 1.155253  -0.468
O 4.376821 -0.815632 -1.392550  -0.494
P 4.222236 -0.102680 -0.051665  -0.068
S 1.256570 1.451795 0.010255  0.966
H 1.974224 -2.078706 0.649621  0.086
H -2.002899 0.045735 0.263043  0.057
H -1.531541 1.256741 -0.690905  0.042

Atoms 1-6, force components in eV/Å:
-0.3881 1.8031 -0.3034
0.4802 -2.5215 -0.3028
-0.9161 0.7139 -1.9100
0.2988 0.6870 1.1060
-1.8743 -0.1850 0.4959
-0.0833 1.1097 -0.4283

The value obtained for the energy is -1190.95425 a.u. Its spin multiplicity is 1. As for the net charge: -2. For the gap between HOMO and LUMO, the calculation gives 4.6 eV. The calculation puts the energy relative to the best compared isomer or geometry (same formula, charge and spin) at 13.1 kJ/mol. As for the maximum force: 2.585 eV Å⁻¹. For the molar mass, the calculation gives 178.109 g mol⁻¹. Its SMILES is Nc1ncc(P(=O)([O-])[O-])s1.


Entry from the Open Molecules 2025 dataset: an isolated ion of composition C3H3N2O4 and charge +1 in a non-equilibrium geometry (ωB97M-V/def2-TZVPD).

Last column: Mulliken spin population.
Cartesian coordinates (Å):
C -0.189602 2.845189 0.257579  0.074
C 0.541763 -0.668898 -0.266281  0.059
C -0.596407 1.923466 1.168814  0.246
N -0.496602 -0.317569 0.319954  0.479
N 0.585059 -1.895207 -0.823315  0.238
O 0.217843 3.782454 -0.239489  0.136
O -0.548983 -2.475530 -1.024353  0.041
O 1.639688 -2.405497 -1.167998  0.474
O -1.002817 0.593573 1.020485  0.237
H 1.620874 -0.363392 -0.155013  0.017
H -1.187988 2.441917 2.048671  -0.003
H -0.582827 -3.460506 -1.139054  0.002

Atoms 1-6, force components in eV/Å:
0.2669 0.4595 0.0004
3.9598 0.4725 0.9526
-2.2663 0.0427 1.5447
-2.7151 -1.5854 -1.2425
1.3030 -0.4292 -0.7556
-0.0426 -0.5485 -0.2265

The value obtained for the energy is -525.94888 a.u. Its spin multiplicity is 3. As for the net charge: +1. For the gap between HOMO and LUMO (alpha / beta), the calculation gives 7.0 / 6.7 eV. The expectation value of S² is 2.025. As for the maximum force: 4.198 eV Å⁻¹. For the molar mass, the calculation gives 131.067 g mol⁻¹.


Entry from the Open Molecules 2025 dataset: an isolated ion of composition C3H3N2S and charge -1 in a non-equilibrium geometry (ωB97M-V/def2-TZVPD).

Last column: Löwdin charge in e.
Cartesian coordinates (Å):
C 0.753185 0.995515 -0.093292  -0.135
C 0.908169 -0.417424 -0.666689  -0.229
C -0.882171 -0.288841 0.540690  -1.002
N -0.328695 0.970895 0.658422  -0.030
N 0.015888 -1.218528 -0.255158  0.002
S -2.435070 -0.160808 -0.379179  0.130
H 1.351659 1.909656 -0.177360  0.077
H 1.784339 -0.804409 -1.153453  0.065
H -1.167304 -0.986053 1.526016  0.121

Atoms 1-6, force components in eV/Å:
-1.9472 -1.5628 1.0262
1.2070 1.0881 0.8162
-1.8480 -4.5805 1.0120
2.7533 1.2792 -0.4762
-0.5754 1.5839 0.8123
-0.8287 0.1065 -0.2556

The value obtained for the energy is -623.79808 a.u. Its spin multiplicity is 1. As for the net charge: -1. For the gap between HOMO and LUMO, the calculation gives 6.7 eV. The calculation puts the energy relative to the best compared isomer or geometry (same formula, charge and spin) at 159.7 kJ/mol. As for the maximum force: 5.042 eV Å⁻¹. For the molar mass, the calculation gives 99.138 g mol⁻¹. Its SMILES is [S-]C1N=CC=N1.


Entry from the Open Molecules 2025 dataset: C3H3N2S as an isolated structure in a non-equilibrium geometry (ωB97M-V/def2-TZVPD).

Last column: Löwdin charge in e.
Cartesian coordinates (Å):
C -0.424845 0.600928 1.065795  -0.074
C 1.066883 -0.755989 0.170936  -0.037
C -0.748808 0.292558 -0.282307  -0.240
N 0.686969 -0.091263 1.293898  0.102
N 0.246341 -0.405485 -0.860195  0.074
S -2.415153 1.165870 -1.734469  0.723
H -0.807374 1.224232 1.868523  0.137
H 1.888379 -1.431313 0.278650  0.148
H 0.507608 -0.599538 -1.800830  0.166

Atoms 1-6, force components in eV/Å:
0.5379 -0.3935 -0.5606
-1.2691 2.1271 1.4909
-3.6597 2.9287 -2.4898
0.2493 -0.9399 -0.2516
1.5994 -1.4204 1.2325
3.4179 -1.7059 3.0704

The value obtained for the energy is -623.32481 a.u. Its spin multiplicity is 1. As for the net charge: +1. For the gap between HOMO and LUMO (alpha / beta), the calculation gives 5.3 / 5.2 eV. The calculation puts the energy relative to the best compared isomer or geometry (same formula, charge and spin) at 445.8 kJ/mol. As for the maximum force: 5.308 eV Å⁻¹. For the molar mass, the calculation gives 99.138 g mol⁻¹.


Entry from the Open Molecules 2025 dataset: an isolated ion of composition C3H3N2S and charge +1 in a non-equilibrium geometry (ωB97M-V/def2-TZVPD).

Last column: Löwdin charge in e.
Cartesian coordinates (Å):
C 0.853802 -0.034936 0.133045  -0.678
C -0.830779 1.605963 -0.156506  0.232
C -1.207460 -0.965922 -0.150400  0.206
N 0.269334 1.247905 0.181615  0.106
N -0.073127 -0.968851 0.184987  0.067
S 2.590839 -0.226846 -0.053919  0.924
H -1.667577 2.155738 0.008156  0.078
H -2.197567 -1.239720 0.124543  0.106
H 2.262537 -1.573331 -0.271523  -0.041

Atoms 1-6, force components in eV/Å:
1.3486 2.4055 0.2840
3.2598 -2.8308 0.0415
-1.7617 0.7373 -0.5998
-0.6459 -0.8473 -0.6196
1.2376 -0.2954 0.0823
-1.9725 -1.5499 -0.0074

The value obtained for the energy is -623.33647 a.u. Its spin multiplicity is 1. As for the net charge: +1. For the gap between HOMO and LUMO (alpha / beta), the calculation gives 6.4 / 6.6 eV. The calculation puts the energy relative to the best compared isomer or geometry (same formula, charge and spin) at 415.2 kJ/mol. As for the maximum force: 4.318 eV Å⁻¹. For the molar mass, the calculation gives 99.138 g mol⁻¹.


Entry from the Open Molecules 2025 dataset: C3H3N3 as an isolated structure in a non-equilibrium geometry (ωB97M-V/def2-TZVPD).

Last column: Löwdin charge in e.
Cartesian coordinates (Å):
N 1.168131 -0.200831 0.870053  0.100
C -0.621103 -0.289939 -0.002541  -0.086
C -0.382884 0.933655 0.603368  -0.458
N -0.675693 2.022014 0.841605  0.172
C -0.725356 -0.384844 -1.433246  -0.174
N -0.792729 -0.538867 -2.579451  0.181
H 1.464395 -1.115150 0.580770  0.029
H 1.887835 0.480471 0.539177  0.085
H -1.322595 -0.906508 0.580265  0.153

Atoms 1-6, force components in eV/Å:
-0.5351 -1.7169 -0.3791
2.6428 -0.7407 0.7721
-3.6718 3.1029 -0.7033
0.8973 0.9017 0.7966
0.4540 -0.3722 -0.8693
0.0055 0.2254 1.1991

The value obtained for the energy is -280.21211 a.u. Its spin multiplicity is 1. For the gap between HOMO and LUMO, the calculation gives 8.6 eV. The calculation puts the energy relative to the best compared isomer or geometry (same formula, charge and spin) at 442.8 kJ/mol. As for the maximum force: 4.858 eV Å⁻¹. For the molar mass, the calculation gives 81.078 g mol⁻¹.